1 | Below is a 2-piece molecular cluster, H3NO2 overall, with properties calculated with ωB97M-V/def2-TZVPD.

Atoms and positions in Å:
N -1.5096 0.4254 -0.0310
O -2.3546 -0.3985 -0.1667
H -0.6145 -0.1181 0.2487
O 1.2713 -0.2314 -0.1885
H 1.5357 0.5956 -0.6106
H 1.6717 -0.2729 0.7482

Summary:
E_LUMO	0.413	eV
SMILES string	N=O.O
gap between HOMO and LUMO	0.3386	Eh
E_HOMO	-8.799	eV


2 | Below is a 2-piece molecular cluster, H3NO2 overall, with properties calculated with ωB97M-V/def2-TZVPD.

Atoms and positions in Å:
N 1.1069 0.0368 -0.0630
O -1.7988 0.2115 0.2291
O 0.1980 -0.7448 0.2399
H 1.7569 0.5155 0.6270
H 1.1147 0.4430 -1.0324
H -2.3777 -0.4620 -0.0006

Summary:
E_LUMO (alpha / beta)	-1.744 / -1.746	eV
gap between HOMO and LUMO (alpha / beta)	0.2626 / 0.2625	Eh
E_HOMO (alpha / beta)	-8.890 / -8.889	eV


Which one sits at the top of the stability order? 1 does.


1 | Below is a 2-piece molecular cluster, C5H13NO2 overall, with properties calculated with ωB97M-V/def2-TZVPD.

Atoms and positions in Å:
C -2.5404 -0.1521 -1.7004
C -1.4313 0.5911 -1.0141
N -0.5572 0.2457 0.0344
C -0.3055 -0.9422 0.9099
C 1.0359 -1.4631 0.6509
C 2.1456 -0.7568 1.5643
O -1.1458 1.7259 -1.4402
H -2.6495 -1.2388 -1.3180
H -2.3137 -0.1553 -2.7411
H -3.4189 0.4331 -1.5993
H 0.1168 1.0046 0.2712
H -1.2240 -1.6218 0.8648
H -0.3690 -0.5861 1.9443
H 1.0894 -1.1671 -0.4423
H 1.1592 -2.5010 0.7230
H 2.1655 -1.1150 2.6174
H 3.0452 -1.0449 1.0951
H 1.9095 0.2387 1.5188
H 1.8004 3.0037 -0.8226
H 0.3363 2.9012 -0.7855
O 1.1516 2.6004 -0.3304

Summary:
2S+1	2
charge	+1
E_LUMO (alpha / beta)	-3.757 / -8.533	eV
gap between HOMO and LUMO (alpha / beta)	0.4308 / 0.2536	Eh
⟨S²⟩	0.78
E_HOMO (alpha / beta)	-15.479 / -15.434	eV


2 | Below is a 3-piece molecular cluster, C5H13NO2 overall, with properties calculated with ωB97M-V/def2-TZVPD.

Atoms and positions in Å:
C 0.5033 -1.1211 -2.2742
N -0.7906 1.5652 -2.0440
C 0.1254 1.0795 -1.1462
C 0.6363 -0.2225 -1.1424
C 1.2955 -0.7388 0.0860
C 2.5255 -0.2585 0.2286
H -0.5415 -1.4800 -2.4323
H 1.1361 -1.9835 -2.1621
H 0.5875 -0.6965 -3.2811
H -0.4500 2.0662 -2.8558
H -1.6999 1.8500 -1.7172
H 0.4737 1.7328 -0.3497
H 0.8251 -1.4741 0.7200
H 3.0225 0.3703 -0.5222
H 3.2274 -0.5728 0.9921
H 0.8004 1.1277 3.0057
H -0.4781 0.1375 2.7174
O 0.0341 0.6497 3.3691
H -3.2377 -1.5241 1.1865
H -2.7576 -1.2882 2.5534
O -3.2619 -0.8383 1.8605

Summary:
2S+1	2
charge	+1
E_LUMO (alpha / beta)	-4.502 / -8.010	eV
gap between HOMO and LUMO (alpha / beta)	0.3611 / 0.2322	Eh
⟨S²⟩	0.75
E_HOMO (alpha / beta)	-14.328 / -14.328	eV


Which one sits at the top of the stability order? 1 does.


1 | Below is a 2-piece molecular cluster, C3H4ClN overall, with properties calculated with ωB97M-V/def2-TZVPD.

Atoms and positions in Å:
C 0.1046 0.0200 -0.8032
C -2.3285 -1.3945 0.5617
C 0.0464 1.3200 -0.5296
N -3.0510 -1.2871 -0.3528
Cl -1.1999 2.0778 0.4363
H -0.7305 -0.6100 -0.3616
H 0.7709 -0.4110 -1.5157
H 0.7076 1.9532 -1.0436
H -3.3740 -1.5542 -1.2526

Summary:
E_LUMO	1.020	eV
gap between HOMO and LUMO	0.3919	Eh
E_HOMO	-9.644	eV


2 | Below is a 2-piece molecular cluster, C3H4ClN overall, with properties calculated with ωB97M-V/def2-TZVPD.

Atoms and positions in Å:
C -1.7434 -0.9971 -0.9525
C -0.7089 -0.4959 -0.6140
C 0.3747 0.2808 -0.1405
N 0.6182 0.2648 1.2210
Cl 1.6408 1.4524 1.8104
H -2.8041 -1.1910 -1.2340
H 0.2152 1.3101 -0.5526
H 1.8731 -0.0299 -1.1393
H 0.5343 -0.5942 1.6014

Summary:
E_LUMO	0.350	eV
gap between HOMO and LUMO	0.3300	Eh
E_HOMO	-8.630	eV


Which one sits at the top of the stability order? 1 does.


1 | Below is C2H6N2O3 as an isolated structure, with properties calculated with ωB97M-V/def2-TZVPD.

Atoms and positions in Å:
C -1.5857 -0.5770 -0.7190
C -0.6283 -1.2876 0.1655
O -0.6189 -0.2414 1.0746
O -1.2423 0.2142 -1.6286
H 0.0001 0.5262 -1.4607
H -2.6472 -0.6258 -0.4605
H 0.3396 -1.4926 -0.3280
H -1.0121 -2.2336 0.5749
N 1.7157 1.3430 0.9436
N 0.6974 1.3102 0.1410
O 1.0171 0.7434 -0.9755
H 2.4833 0.6924 0.7901
H 1.4812 1.6287 1.8825

Summary:
E_LUMO (alpha / beta)	0.022 / 0.022	eV
gap between HOMO and LUMO (alpha / beta)	0.3118 / 0.3118	Eh
E_HOMO (alpha / beta)	-8.462 / -8.462	eV


2 | Below is C2H6N2O3 as an isolated structure, with properties calculated with ωB97M-V/def2-TZVPD.

Atoms and positions in Å:
C -1.6325 -0.4158 0.2958
C -0.9422 0.7108 -0.5273
N 0.3555 1.0581 -0.1236
N 2.3106 -0.7308 0.4062
O 2.7136 0.2065 0.9782
O 2.7674 -1.8139 0.3241
O 1.1623 -0.5589 -0.3084
H -2.5899 0.0795 0.5289
H -1.6559 -1.3402 -0.2454
H -1.0763 -0.6153 1.2831
H -0.8374 0.2988 -1.6042
H -1.5822 1.6764 -0.2490
H 1.0069 1.4446 -0.7584

Summary:
E_LUMO	-0.688	eV
gap between HOMO and LUMO	0.3713	Eh
E_HOMO	-10.792	eV


Which one sits at the top of the stability order? 1 does.


1 | Below is a 2-piece molecular cluster, C2H6N2O3 overall, with properties calculated with ωB97M-V/def2-TZVPD.

Atoms and positions in Å:
N 1.2474 -0.4604 -1.3759
C 1.1020 -0.7233 -0.0458
O 2.0222 -1.1796 0.6332
N -0.2179 -0.9833 0.4566
C -1.4326 -0.6929 -0.1414
O -1.6836 -0.0828 -1.1774
H 2.2325 -0.2851 -1.5201
H 0.6479 0.2236 -1.8174
H -0.1562 -1.5679 1.2944
H -2.3260 -1.0842 0.3767
O -0.9586 3.1596 1.3232
H -0.5364 2.4923 1.9039
H -0.1250 3.6477 1.0881

Summary:
E_LUMO	0.420	eV
SMILES string	NC(=O)NC=O.O
gap between HOMO and LUMO	0.3998	Eh
E_HOMO	-10.460	eV


2 | Below is a 3-piece molecular cluster, C2H6N2O3 overall, with properties calculated with ωB97M-V/def2-TZVPD.

Atoms and positions in Å:
C 1.2082 1.9375 -0.3354
N 0.0427 0.0993 0.2592
N -1.5703 -1.4195 0.3926
C -0.6565 0.8267 -0.5078
O 1.0251 -0.7815 -0.1612
O -0.6912 -2.5011 0.8063
O -1.6009 1.4494 -0.7972
H 0.6885 -1.6377 0.2383
H -0.8677 -2.5529 1.7563
H -1.7154 -1.6868 -0.5873
H 1.4831 1.8011 -1.3744
H 1.9502 1.6075 0.3775
H 0.7041 2.8581 -0.0670

Summary:
E_LUMO (alpha / beta)	-0.054 / 0.053	eV
gap between HOMO and LUMO (alpha / beta)	0.3248 / 0.2835	Eh
E_HOMO (alpha / beta)	-8.893 / -7.662	eV


3 | Below is a single C2H6N2O3 molecule, with properties calculated with ωB97M-V/def2-TZVPD.

Atoms and positions in Å:
H -0.0330 0.6957 2.5683
N 0.0693 0.4365 1.4822
N 0.7600 1.2493 0.8137
O 1.2961 2.3023 1.0980
O 1.0367 0.8942 -0.5076
C -0.2509 -0.0318 -1.0471
C -0.0317 -1.4125 -0.5549
O -1.3621 0.5500 -0.6652
H -0.1807 0.1356 -2.0864
H 0.9940 -1.7007 -0.6656
H -0.5635 -2.0854 -1.3028
H -0.2602 -1.4682 0.5247
H -1.4739 0.4348 0.3427

Summary:
E_LUMO	0.559	eV
SMILES string	[H]/N=[N+](\[O-])O[C@@H](C)O
gap between HOMO and LUMO	0.4072	Eh
E_HOMO	-10.522	eV


4 | Below is a 2-piece molecular cluster, C2H6N2O3 overall, with properties calculated with ωB97M-V/def2-TZVPD.

Atoms and positions in Å:
N 1.9460 0.2801 0.4128
C 1.2940 -0.4857 1.2948
O 1.6458 -1.4764 1.8879
N -0.1695 -0.2797 1.2278
C -0.7605 0.7821 0.5495
O -0.8691 0.9031 -0.6358
H 1.3733 0.6938 -0.3054
H 2.9115 0.2392 0.1588
H -0.6871 -0.4966 2.0670
H -1.2878 1.4715 1.2539
O -2.4505 0.0303 -3.5688
H -1.9085 0.8032 -3.7061
H -3.3127 0.3452 -3.3040

Summary:
E_LUMO	0.684	eV
SMILES string	NC(=O)NC=O.O
gap between HOMO and LUMO	0.4050	Eh
E_HOMO	-10.336	eV


Which one sits at the top of the stability order? 1 does.


1 | Below is a single C13H17N3O4 molecule, with properties calculated with ωB97M-V/def2-TZVPD.

Atoms and positions in Å:
N 2.9740 -0.5862 -3.2602
C 2.1745 0.2208 -2.3719
O 0.9680 0.0439 -2.2143
C 2.7640 1.5720 -1.7936
C 1.8456 1.9142 -0.5539
N 2.2756 3.1418 0.0950
C 1.8189 0.6942 0.3640
O 2.9241 0.2119 0.8594
N 0.5679 0.3210 0.7590
C -0.6810 1.0999 0.7591
C -1.6062 0.5044 -0.3920
C -1.9164 -0.9501 -0.0654
C -0.8837 -1.8851 -0.4073
C -1.1069 -3.3114 -0.3272
C -2.3412 -3.7661 0.2601
C -3.2198 -2.7657 0.8250
C -3.0762 -1.3984 0.6543
C -1.5353 1.1621 1.9723
O -2.4916 1.8112 1.9497
O -0.9978 0.5824 3.0090
H 3.9157 -0.4622 -3.4104
H 2.4761 -1.3407 -3.8041
H 3.8881 1.4540 -1.5135
H 2.6383 2.4117 -2.5158
H 0.8852 2.1723 -0.9300
H 3.0708 2.7894 0.7240
H 1.6062 3.3427 0.8458
H 0.4494 -0.5415 1.1947
H -0.3654 2.0811 0.6250
H -2.4026 1.2683 -0.3770
H -1.0449 0.5449 -1.3327
H -0.0644 -1.4815 -0.9564
H -0.3839 -4.0059 -0.7476
H -2.3721 -4.8336 0.5968
H -3.9941 -3.1607 1.4645
H -3.8505 -0.7093 1.0541
H -1.8136 0.5962 3.5547

Summary:
E_LUMO	0.621	eV
SMILES string	NC(=O)C[C@H](N)C(=O)N[C@@H](Cc1ccccc1)C(=O)O
gap between HOMO and LUMO	0.3535	Eh
E_HOMO	-8.999	eV


2 | Below is a single C13H17N3O4 molecule, with properties calculated with ωB97M-V/def2-TZVPD.

Atoms and positions in Å:
N 4.4683 0.1993 -1.1281
C 4.3519 1.4399 -1.7866
O 5.1630 1.9949 -2.5208
C 2.8256 1.9989 -1.7996
C 1.9608 1.6886 -0.6394
N 0.6448 2.1955 -0.8546
C -0.4966 1.5286 -0.8545
O -1.5454 2.1262 -1.2280
C -0.7986 0.2712 -0.0693
N -1.3150 0.8320 1.2079
C -2.0751 -0.4497 -0.5857
C -2.5490 -1.6474 0.3163
C -3.6353 -1.4986 1.1428
C -4.2918 -2.5310 1.6868
C -3.6224 -3.7960 1.7279
C -2.3905 -3.9115 1.0603
C -1.8541 -2.8913 0.2535
C 2.6671 2.0027 0.7197
O 3.6311 1.5096 1.2210
O 2.0319 3.1457 1.1926
H 4.9849 0.2228 -0.2495
H 4.6399 -0.5783 -1.7043
H 2.8187 3.0533 -1.9731
H 2.4550 1.5462 -2.7003
H 1.7996 0.5323 -0.6289
H 0.5439 2.9087 -1.6609
H 0.0279 -0.4880 -0.0047
H -0.4584 1.1365 1.9442
H -1.9409 0.3158 1.6401
H -1.8414 -1.0506 -1.5169
H -2.8275 0.1758 -0.7979
H -4.0614 -0.4622 1.1496
H -5.1645 -2.4474 2.2073
H -4.1623 -4.6064 2.2731
H -1.7595 -4.7632 1.3446
H -0.9058 -3.0425 -0.2690
H 2.6810 3.3395 1.8846

Summary:
E_LUMO	0.329	eV
SMILES string	NC(=O)C[C@H](NC(=O)[C@@H](N)Cc1ccccc1)C(=O)O
gap between HOMO and LUMO	0.3447	Eh
E_HOMO	-9.052	eV


Which one sits at the top of the stability order? 1 does.